DFT (the ωB97M-V functional and the def2-TZVPD basis) results for a molecular structure, C34H45F11O2PPtS2Sb.

CARTESIAN COORDINATES (ANGSTROEM)
1 Pt -0.88 -1.23 -0.02
2 O 1.39 -0.73 -0.30
3 S 2.40 -1.85 -0.02
4 C 2.53 -2.86 -1.54
5 C 1.71 -2.35 -2.73
6 C 0.20 -2.58 -2.73
7 C -0.22 -4.00 -2.34
8 S -0.80 -4.08 -0.61
9 O 0.17 -3.16 0.17
10 C -0.30 -5.73 -0.21
11 C -0.96 -6.78 -0.83
12 C -0.63 -8.08 -0.47
13 C 0.32 -8.31 0.51
14 C 0.95 -7.24 1.14
15 C 0.64 -5.94 0.79
16 C 4.00 -1.07 -0.09
17 C 5.03 -1.75 0.55
18 C 6.31 -1.22 0.51
19 C 6.55 -0.03 -0.15
20 C 5.51 0.64 -0.79
21 C 4.23 0.12 -0.76
22 H 2.25 -3.87 -1.24
23 H 3.58 -2.86 -1.81
24 H 2.14 -2.83 -3.61
25 H 1.90 -1.28 -2.85
26 H -0.18 -2.37 -3.73
27 H -0.27 -1.83 -2.07
28 H 0.59 -4.72 -2.48
29 H -1.09 -4.33 -2.92
30 H -1.73 -6.60 -1.57
31 H -1.13 -8.91 -0.95
32 H 0.56 -9.32 0.80
33 H 1.68 -7.43 1.92
34 H 1.10 -5.09 1.28
35 H 4.83 -2.67 1.09
36 H 7.12 -1.74 1.01
37 H 7.55 0.38 -0.17
38 H 5.70 1.57 -1.31
39 H 3.41 0.62 -1.26
40 F -2.52 -2.66 1.34
41 P -4.02 -3.22 0.78
42 F -4.39 -3.63 2.27
43 F -3.34 -4.66 0.53
44 F -5.41 -3.72 0.20
45 F -3.54 -2.75 -0.72
46 F -4.61 -1.73 1.02
47 F -2.23 0.45 2.27
48 C -2.93 0.56 1.13
49 C -2.38 0.07 -0.06
50 C -3.18 0.17 -1.20
51 F -2.73 -0.31 -2.36
52 C -4.44 0.75 -1.18
53 F -5.17 0.84 -2.28
54 C -4.93 1.24 0.03
55 F -6.12 1.81 0.06
56 C -4.17 1.15 1.19
57 F -4.67 1.62 2.33
58 C -2.98 4.44 0.08
59 C -1.87 4.53 1.12
60 C -2.40 4.21 2.51
61 C -1.23 5.92 1.11
62 Sb -0.39 2.98 0.63
63 C 1.16 2.83 2.20
64 C 2.40 2.18 1.61
65 C 0.54 1.93 3.27
66 C 1.47 4.22 2.74
67 C 0.21 3.26 -1.48
68 C -0.86 2.57 -2.31
69 C 0.32 4.74 -1.82
70 C 1.55 2.56 -1.70
71 H -3.78 5.13 0.37
72 H -3.41 3.44 0.02
73 H -2.64 4.74 -0.92
74 H -3.18 4.94 2.76
75 H -1.63 4.28 3.28
76 H -2.86 3.22 2.57
77 H -2.02 6.64 1.35
78 H -0.82 6.20 0.14
79 H -0.45 6.03 1.86
80 H 2.17 1.24 1.11
81 H 3.09 1.96 2.43
82 H 2.91 2.84 0.91
83 H 0.38 0.92 2.91
84 H -0.41 2.31 3.65
85 H 1.24 1.88 4.12
86 H 1.86 4.89 1.98
87 H 2.25 4.11 3.51
88 H 0.61 4.69 3.22
89 H -1.86 2.95 -2.13
90 H -0.87 1.49 -2.15
91 H -0.63 2.74 -3.37
92 H -0.64 5.25 -1.79
93 H 0.69 4.81 -2.85
94 H 1.03 5.27 -1.18
95 H 1.51 1.52 -1.39
96 H 2.37 3.07 -1.20
97 H 1.76 2.58 -2.78

The expectation value of S² is 3.765. The value obtained for the gap between HOMO and LUMO (alpha / beta) is 8.960 / 6.300 eV. As for the multiplicity: 4. As for the net charge: +1. The molecular weight is 1106.66 g mol⁻¹. As for the HOMO energy (alpha / beta): -11.152 / -11.620 eV.


DFT (the ωB97M-V functional and the def2-TZVPD basis) results for 5 unconnected molecules or ions with the total composition C23H41F4NO21P3 at a distorted geometry.

CARTESIAN COORDINATES (ANGSTROEM)
1 C 0.64 1.68 -0.51
2 C 1.37 1.29 -1.80
3 C 2.21 2.47 -2.31
4 C 2.24 0.06 -1.60
5 C 1.60 -1.06 -0.80
6 C 0.32 -1.68 -1.40
7 P 0.82 -3.24 -2.28
8 O 2.23 -3.27 -2.66
9 O 0.37 -4.48 -1.39
10 O -0.14 -3.43 -3.53
11 O -0.32 -0.92 -2.36
12 P -2.08 -0.56 -2.03
13 N -2.60 -1.77 -3.30
14 C -3.87 -0.12 -1.62
15 C -4.10 1.07 -0.70
16 C -3.32 2.34 -1.10
17 O -3.89 0.72 0.66
18 O -1.96 -1.86 -0.81
19 C -0.70 -1.83 -0.24
20 C -0.51 -2.96 0.77
21 P -0.46 -2.58 2.53
22 O -1.30 -3.50 3.29
23 O 1.08 -2.66 2.95
24 O -0.88 -1.05 2.78
25 H -0.21 2.30 -0.79
26 H 0.23 0.82 0.00
27 H 1.22 2.29 0.18
28 H 0.62 1.10 -2.56
29 H 1.79 3.42 -1.99
30 H 3.22 2.41 -1.91
31 H 2.29 2.45 -3.39
32 H 2.62 -0.31 -2.56
33 H 3.13 0.37 -1.05
34 H 1.40 -0.69 0.20
35 H 2.34 -1.85 -0.70
36 H 0.38 -5.27 -1.94
37 H 0.07 -2.75 -4.18
38 H -2.01 0.40 -3.09
39 H -1.60 0.37 -1.04
40 H -3.59 -1.94 -3.18
41 H -2.17 -2.66 -3.09
42 H -4.46 0.03 -2.53
43 H -4.30 -0.98 -1.11
44 H -5.16 1.33 -0.76
45 H -2.66 2.60 -0.29
46 H -2.71 2.19 -1.98
47 H -3.98 3.19 -1.24
48 H -2.98 0.42 0.74
49 H -0.64 -0.87 0.29
50 H 0.44 -3.45 0.58
51 H -1.29 -3.69 0.61
52 H 1.51 -1.77 2.98
53 H -0.16 -0.43 2.63
54 C 0.19 7.60 -1.49
55 C -0.09 6.94 -2.83
56 O -0.37 5.61 -2.46
57 C -0.85 5.61 -1.18
58 O -1.39 4.70 -0.66
59 O -0.63 6.82 -0.61
60 F 0.98 6.97 -3.65
61 H 1.24 7.48 -1.22
62 H -0.09 8.64 -1.45
63 H -0.96 7.35 -3.36
64 C -1.13 -6.30 2.28
65 C 0.24 -6.27 1.64
66 O 0.20 -7.39 0.77
67 C -1.10 -7.60 0.42
68 O -1.46 -8.30 -0.47
69 O -1.92 -6.90 1.24
70 F 1.24 -6.45 2.54
71 H -1.13 -6.95 3.16
72 H -1.50 -5.31 2.54
73 H 0.44 -5.38 1.06
74 C -1.60 2.20 3.06
75 C -1.93 3.65 3.37
76 O -0.67 4.29 3.22
77 C 0.06 3.56 2.32
78 O 1.04 3.93 1.77
79 O -0.51 2.35 2.14
80 F -2.37 3.82 4.64
81 H -1.25 1.68 3.95
82 H -2.41 1.65 2.60
83 H -2.64 4.10 2.68
84 C 5.57 -1.15 1.97
85 C 5.70 0.32 2.32
86 O 4.34 0.73 2.35
87 C 3.60 -0.34 2.66
88 O 2.45 -0.29 3.00
89 O 4.30 -1.47 2.55
90 F 6.37 1.02 1.38
91 H 5.53 -1.29 0.89
92 H 6.35 -1.78 2.39
93 H 6.15 0.52 3.29

The value obtained for the gap between HOMO and LUMO is 6.892 eV. As for the multiplicity: 1. As for the net charge: -1. The molecular weight is 836.48 g mol⁻¹. As for the HOMO energy: -4.967 eV.


DFT (the ωB97M-V functional and the def2-TZVPD basis) results for a molecular structure, C7H14CrO3S3 at a distorted geometry.

CARTESIAN COORDINATES (ANGSTROEM)
1 Cr -9.30 -1.58 -3.69
2 C -8.58 -3.81 -5.63
3 O -9.26 -3.55 -4.39
4 C -10.54 -4.16 -4.23
5 C -11.01 -3.78 -2.85
6 O -10.97 -2.32 -2.77
7 C -12.14 -1.56 -3.16
8 C -12.11 -1.35 -4.61
9 O -10.76 -1.01 -4.94
10 C -10.53 -0.08 -6.10
11 H -9.33 -3.90 -6.40
12 H -8.03 -4.74 -5.58
13 H -7.71 -3.19 -5.77
14 H -10.33 -5.26 -4.28
15 H -11.14 -3.75 -5.03
16 H -10.29 -4.15 -2.10
17 H -11.98 -4.27 -2.77
18 H -12.11 -0.61 -2.61
19 H -13.09 -1.95 -2.88
20 H -12.68 -0.47 -4.82
21 H -12.50 -2.18 -5.27
22 H -11.18 0.77 -6.04
23 H -10.71 -0.67 -6.99
24 H -9.49 0.15 -6.03
25 S -6.37 0.55 -1.42
26 C -7.43 -0.07 -2.42
27 S -9.03 0.55 -2.93
28 S -7.22 -1.73 -3.14

The expectation value of S² is 3.851. The value obtained for the gap between HOMO and LUMO (alpha / beta) is 6.628 / 7.811 eV. As for the multiplicity: 4. As for the net charge: +1. The molecular weight is 294.38 g mol⁻¹. As for the HOMO energy (alpha / beta): -11.163 / -11.202 eV.


DFT (the ωB97M-V functional and the def2-TZVPD basis) results for 2 unconnected molecules or ions with the total composition C3H10NO2 at a distorted geometry.

CARTESIAN COORDINATES (ANGSTROEM)
1 C 1.19 0.36 0.18
2 C 0.20 1.38 0.73
3 C -0.08 2.41 -0.38
4 O -0.43 2.02 -1.46
5 N 0.54 -0.95 -0.15
6 H 2.02 0.17 0.86
7 H 1.60 0.71 -0.77
8 H 0.57 1.87 1.62
9 H -0.78 1.00 1.02
10 H -0.14 3.48 -0.11
11 H 1.15 -1.76 -0.24
12 H -0.03 -0.90 -1.00
13 H -0.21 -1.19 0.51
14 H -1.35 -3.33 -0.66
15 H -2.49 -2.74 0.21
16 O -1.75 -2.51 -0.36

The value obtained for the gap between HOMO and LUMO is 10.503 eV. As for the multiplicity: 1. As for the net charge: +1. The molecular weight is 92.12 g mol⁻¹. As for the HOMO energy: -13.990 eV.


DFT (the ωB97M-V functional and the def2-TZVPD basis) results for a molecular structure, C24H23BrN5O8PrS4 at a distorted geometry.

CARTESIAN COORDINATES (ANGSTROEM)
1 Pr 8.54 13.51 13.91
2 N 8.52 16.76 10.38
3 C 7.18 17.00 9.80
4 C 6.08 17.68 10.63
5 C 5.24 16.72 11.49
6 C 5.85 16.02 12.76
7 N 6.33 14.61 12.54
8 H 8.94 16.11 9.73
9 H 8.38 16.24 11.28
10 H 6.78 16.05 9.48
11 H 7.37 17.60 8.93
12 H 5.39 18.14 9.91
13 H 6.47 18.58 11.18
14 H 4.91 15.92 10.78
15 H 4.28 17.17 11.79
16 H 5.11 15.97 13.63
17 H 6.74 16.60 13.07
18 H 6.91 14.50 11.72
19 H 5.57 13.92 12.60
20 S 6.26 12.15 15.33
21 C 6.46 10.49 14.93
22 C 6.87 9.59 15.95
23 C 6.86 8.22 15.76
24 C 7.20 7.35 16.81
25 N 7.37 6.65 17.72
26 C 6.52 7.68 14.51
27 C 6.22 8.52 13.44
28 C 6.14 9.95 13.60
29 S 5.72 11.02 12.36
30 C 6.25 6.29 14.37
31 N 5.94 5.18 14.21
32 H 7.18 9.89 16.95
33 H 5.98 8.01 12.48
34 O 11.99 12.95 16.38
35 S 10.99 13.64 15.59
36 O 11.03 13.73 14.10
37 O 9.54 13.09 15.90
38 C 11.03 15.40 16.15
39 C 12.06 15.61 17.09
40 C 12.41 16.87 17.52
41 C 11.77 17.96 16.92
42 C 10.77 17.80 16.00
43 C 10.39 16.51 15.62
44 S 8.83 16.41 14.66
45 O 8.37 17.79 14.53
46 O 9.13 15.77 13.33
47 O 7.97 15.40 15.40
48 H 12.56 14.66 17.45
49 H 13.21 17.07 18.20
50 H 12.17 18.96 17.05
51 H 10.18 18.58 15.58
52 O 9.00 13.71 11.21
53 C 9.24 12.46 11.12
54 O 9.28 11.68 12.08
55 H 9.38 12.03 10.14
56 Br 11.08 12.92 5.80
57 C 9.80 11.95 6.82
58 C 10.10 10.86 7.63
59 C 9.06 10.23 8.30
60 C 7.75 10.69 8.13
61 N 7.45 11.75 7.36
62 C 8.43 12.31 6.70
63 H 11.16 10.57 7.75
64 H 9.25 9.31 8.86
65 H 6.92 10.25 8.70
66 H 8.19 13.17 6.09

The expectation value of S² is 2.002. The value obtained for the gap between HOMO and LUMO (alpha / beta) is 4.726 / 4.723 eV. As for the multiplicity: 3. As for the net charge: -2. The molecular weight is 858.56 g mol⁻¹. As for the HOMO energy (alpha / beta): -1.338 / -1.335 eV.


DFT (the ωB97M-V functional and the def2-TZVPD basis) results for a single C3H6O2 molecule at a distorted geometry.

CARTESIAN COORDINATES (ANGSTROEM)
1 O -1.74 -0.44 -0.34
2 C -0.96 0.69 -0.04
3 C 0.54 0.39 0.08
4 C 1.16 -1.05 0.28
5 O 0.91 -0.44 -0.97
6 H -1.27 -0.93 -1.03
7 H -1.00 1.43 -0.86
8 H -1.40 1.15 0.85
9 H 1.19 1.17 0.45
10 H 0.35 -0.99 1.02
11 H 2.21 -0.98 0.56

Its SMILES is OC[C@H]1CO1. The value obtained for the gap between HOMO and LUMO is 10.335 eV. As for the multiplicity: 1. As for the net charge: 0. The molecular weight is 74.08 g mol⁻¹. As for the HOMO energy: -9.330 eV.


DFT (the ωB97M-V functional and the def2-TZVPD basis) results for a molecular structure, C14H26Cl2FGeNSiV at a distorted geometry.

CARTESIAN COORDINATES (ANGSTROEM)
1 V 1.10 0.58 0.72
2 C 1.47 2.36 2.92
3 Si 0.72 1.01 3.96
4 C 1.82 -0.26 4.68
5 C -1.06 1.21 4.38
6 N 0.36 -0.38 1.84
7 C -0.39 -1.55 2.00
8 C -0.90 -2.01 3.21
9 C -1.61 -3.20 3.25
10 C -1.80 -3.94 2.08
11 C -1.30 -3.50 0.86
12 C -0.61 -2.31 0.85
13 F -0.08 -1.82 -0.30
14 H 2.35 2.87 3.31
15 H 0.75 3.11 2.60
16 H 1.87 1.81 2.06
17 H 2.52 0.22 5.37
18 H 2.42 -0.74 3.90
19 H 1.27 -1.01 5.22
20 H -1.17 2.11 4.98
21 H -1.45 0.37 4.95
22 H -1.65 1.35 3.47
23 H -0.74 -1.46 4.12
24 H -2.00 -3.56 4.19
25 H -2.35 -4.87 2.12
26 H -1.44 -4.06 -0.05
27 Cl 1.91 0.25 -1.54
28 C 3.57 -0.27 -1.04
29 Cl 3.52 -0.39 0.74
30 H 4.28 0.50 -1.34
31 H 3.77 -1.25 -1.46
32 C -2.19 0.36 -3.62
33 Ge -3.41 1.39 -2.56
34 C -3.68 3.25 -2.90
35 C -4.42 0.49 -1.21
36 C -0.38 1.48 0.12
37 H -2.79 -0.24 -4.32
38 H -1.64 -0.34 -2.99
39 H -1.52 0.99 -4.19
40 H -4.55 3.33 -3.57
41 H -2.83 3.70 -3.41
42 H -3.92 3.79 -1.99
43 H -5.28 0.02 -1.70
44 H -4.80 1.19 -0.46
45 H -3.84 -0.30 -0.74
46 H -1.41 1.36 0.43
47 H -0.27 2.23 -0.68

The value obtained for the gap between HOMO and LUMO (alpha / beta) is 7.322 / 7.332 eV. As for the multiplicity: 1. As for the net charge: +3. The molecular weight is 449.91 g mol⁻¹. As for the HOMO energy (alpha / beta): -17.284 / -17.283 eV.


DFT (the ωB97M-V functional and the def2-TZVPD basis) results for 2 unconnected molecules or ions with the total composition C4H13NO3 at a distorted geometry.

CARTESIAN COORDINATES (ANGSTROEM)
1 C 1.30 -0.60 -0.74
2 C 2.22 0.62 -0.79
3 C 1.33 -1.27 0.63
4 O -0.03 -0.22 -1.07
5 H -0.37 0.31 -0.29
6 H 1.60 -1.32 -1.51
7 H 2.33 -1.64 0.86
8 H 1.04 -0.56 1.41
9 H 2.14 1.11 -1.76
10 H 1.93 1.34 -0.02
11 H 3.25 0.33 -0.62
12 H 0.64 -2.11 0.66
13 C -1.57 1.63 0.71
14 N -2.61 -0.74 0.52
15 O -1.71 0.07 1.14
16 O -2.08 -1.62 -0.38
17 H -1.29 -1.17 -0.90
18 H -3.35 -0.18 0.07
19 H -1.13 1.99 -0.22
20 H -1.02 2.03 1.57
21 H -2.60 2.01 0.73

Its SMILES is CC(C)O.CONO. The value obtained for the gap between HOMO and LUMO is 9.130 eV. As for the multiplicity: 1. As for the net charge: 0. The molecular weight is 123.15 g mol⁻¹. As for the HOMO energy: -8.359 eV.


DFT (the ωB97M-V functional and the def2-TZVPD basis) results for 4 unconnected molecules or ions with the total composition C32H27N5S at a distorted geometry.

CARTESIAN COORDINATES (ANGSTROEM)
1 N -0.87 3.34 -3.18
2 C -1.06 2.18 -4.19
3 C -1.96 0.85 -3.75
4 N -2.63 0.72 -2.37
5 C -1.72 0.00 -1.62
6 S -0.94 -0.86 -0.35
7 C -2.10 -0.35 -4.90
8 C -1.38 -0.16 -6.39
9 C -0.50 1.19 -6.82
10 N 0.06 1.21 -8.21
11 C 0.77 2.51 -8.42
12 C 0.96 3.71 -7.33
13 C 1.82 5.06 -7.74
14 C 1.10 6.27 -8.54
15 C 2.17 7.47 -8.82
16 C 3.67 7.34 -8.28
17 N 4.38 6.25 -7.54
18 C 3.37 5.17 -7.35
19 N 0.41 3.63 -5.93
20 C -0.36 2.35 -5.69
21 H -1.56 3.25 -2.39
22 H 0.11 3.32 -2.79
23 H -2.74 -1.33 -4.66
24 H -1.51 -1.04 -7.18
25 H 1.25 2.70 -9.50
26 H -0.02 6.23 -8.86
27 H 1.84 8.43 -9.42
28 H 4.38 8.28 -8.51
29 H 3.82 4.20 -6.80
30 C -0.03 -4.49 3.99
31 C 0.04 -3.75 2.82
32 C -0.95 -2.81 2.52
33 C -2.00 -2.61 3.42
34 C -2.07 -3.34 4.60
35 C -1.08 -4.29 4.89
36 H 0.74 -5.22 4.22
37 H 0.86 -3.90 2.12
38 H -0.90 -2.24 1.60
39 H -2.77 -1.87 3.19
40 H -2.89 -3.18 5.29
41 H -1.14 -4.87 5.80
42 C 3.48 -0.30 0.62
43 C 2.31 -0.85 1.12
44 C 2.11 -0.95 2.50
45 C 3.09 -0.48 3.38
46 C 4.27 0.07 2.87
47 C 4.47 0.15 1.49
48 H 3.64 -0.23 -0.46
49 H 1.54 -1.21 0.44
50 H 1.20 -1.38 2.89
51 H 2.94 -0.55 4.45
52 H 5.04 0.43 3.55
53 H 5.39 0.58 1.10
54 C -4.34 -4.02 9.79
55 C -3.91 -2.69 9.69
56 C -2.74 -2.40 8.99
57 C -2.00 -3.42 8.39
58 C -2.43 -4.74 8.50
59 C -3.60 -5.04 9.20
60 H -5.25 -4.25 10.34
61 H -4.48 -1.90 10.15
62 H -2.40 -1.37 8.91
63 H -1.09 -3.19 7.84
64 H -1.86 -5.54 8.03
65 H -3.93 -6.07 9.29

Its SMILES is Nc1c(N=C=S)ccc2ncc(-c3cccnc3)nc12.c1ccccc1.c1ccccc1.c1ccccc1. The value obtained for the gap between HOMO and LUMO is 6.715 eV. As for the multiplicity: 1. As for the net charge: 0. The molecular weight is 513.67 g mol⁻¹. As for the HOMO energy: -8.201 eV.


DFT (the ωB97M-V functional and the def2-TZVPD basis) results for a single C5H10N2O molecule at a distorted geometry.

CARTESIAN COORDINATES (ANGSTROEM)
1 O -0.34 1.68 -1.50
2 C -0.89 1.96 -0.47
3 C -0.44 1.53 0.91
4 C 0.68 0.51 0.91
5 C 0.19 -0.95 1.01
6 N 0.50 -1.62 -2.44
7 C 0.54 -1.94 -1.24
8 N -0.30 -1.52 -0.21
9 H -1.84 2.53 -0.48
10 H -0.14 2.47 1.40
11 H -1.33 1.27 1.48
12 H 1.45 0.65 1.68
13 H 1.32 0.58 0.04
14 H 1.03 -1.53 1.38
15 H -0.57 -1.03 1.78
16 H -0.06 -0.86 -2.79
17 H 1.33 -2.61 -0.87
18 H -1.14 -1.11 -0.60

Its SMILES is [H]/N=C\NCCCC=O. The value obtained for the gap between HOMO and LUMO is 9.747 eV. As for the multiplicity: 1. As for the net charge: 0. The molecular weight is 114.15 g mol⁻¹. As for the HOMO energy: -8.942 eV.


| no. | E_tot (hartree) |
| --- | --- |
| 1 | -4068.64071 |
| 2 | -3959.65385 |
| 3 | -2739.58405 |
| 4 | -325.27910 |
| 5 | -6488.08782 |
| 6 | -268.25500 |
| 7 | -4933.33500 |
| 8 | -440.50826 |
| 9 | -1906.86764 |
| 10 | -381.23125 |